Record 1
113
Properties=species:S:1:pos:R:3:lowdin_spin:R:1 method="wB97M-V/def2-TZVPD" homo_ev="-4.852 / -6.974" gap_ha="0.1746 / 0.2526" energy_ha=-7692.85501 relative_energy_kcal_mol=17.51 spin_multiplicity=3 s_squared=2.0255
Ti 1.318 0.686 -0.941 0.923
N 1.887 -1.389 -0.893 0.006
C 2.040 -1.944 -2.255 0.000
C 3.195 -1.193 -2.885 0.002
N 2.994 0.286 -2.761 0.002
C 4.276 0.977 -2.460 0.002
C 4.120 2.109 -1.454 0.003
N 3.266 1.607 -0.355 0.013
C 2.393 0.795 -4.008 0.001
C 1.984 2.247 -3.878 0.000
N 1.200 2.424 -2.638 0.000
H 2.795 -1.450 -0.408 0.003
H 1.207 -1.902 -0.356 0.001
H 1.110 -1.803 -2.796 0.000
H 2.279 -3.005 -2.251 0.000
H 3.347 -1.489 -3.925 0.000
H 4.086 -1.465 -2.323 0.001
H 4.754 1.333 -3.376 0.000
H 4.943 0.259 -1.999 0.004
H 3.651 2.989 -1.884 0.000
H 5.110 2.389 -1.111 0.002
H 3.174 2.288 0.382 0.002
H 3.729 0.795 0.061 0.002
H 1.514 0.190 -4.232 0.000
H 3.097 0.694 -4.840 0.000
H 1.420 2.530 -4.764 0.000
H 2.867 2.881 -3.840 0.000
H 0.254 2.104 -2.818 0.001
H 1.137 3.396 -2.379 0.000
C -6.226 -0.115 -0.205 0.000
C -5.728 1.229 -0.760 0.000
C -6.581 1.619 -1.979 0.000
C -5.927 2.298 0.317 0.000
C -4.264 1.087 -1.160 0.001
C -3.236 1.800 -0.566 0.000
C -1.916 1.514 -0.890 0.006
Se -0.521 2.519 0.001 0.003
C -0.583 1.649 1.714 0.000
C -1.590 1.882 2.625 0.000
C -1.576 1.211 3.846 -0.001
C -0.445 0.458 4.127 0.000
C 0.618 0.236 3.242 -0.001
C 0.467 0.738 1.937 0.000
O 1.240 0.424 0.883 0.001
C 1.852 -0.496 3.813 0.000
C 2.313 0.258 5.075 0.000
C 1.484 -1.940 4.181 0.000
C 3.048 -0.539 2.860 0.004
C -2.775 1.302 4.795 0.000
C -3.151 2.771 5.049 0.000
C -3.961 0.579 4.137 0.000
C -2.491 0.638 6.143 0.000
C -1.548 0.534 -1.831 0.005
O -0.269 0.150 -1.950 0.026
C -2.594 -0.026 -2.600 0.001
C -3.898 0.214 -2.182 0.000
C -2.406 -0.878 -3.873 0.000
C -3.459 -0.474 -4.919 0.000
C -1.039 -0.671 -4.540 0.000
C -2.568 -2.363 -3.532 0.000
H -7.290 -0.050 0.045 0.000
H -6.097 -0.918 -0.936 0.000
H -5.674 -0.387 0.700 0.000
H -7.621 1.768 -1.675 0.000
H -6.215 2.548 -2.426 0.000
H -6.567 0.840 -2.750 0.000
H -6.983 2.338 0.598 0.000
H -5.352 2.073 1.221 0.000
H -5.636 3.290 -0.044 0.000
H -3.436 2.579 0.158 0.000
H -2.386 2.574 2.378 0.000
H -0.363 0.007 5.109 0.000
H 1.577 0.211 5.884 0.000
H 3.247 -0.178 5.444 0.000
H 2.493 1.311 4.844 0.000
H 0.650 -1.980 4.889 0.000
H 1.200 -2.502 3.286 0.000
H 2.344 -2.442 4.637 0.000
H 3.359 0.469 2.570 0.002
H 3.895 -1.013 3.364 0.001
H 2.843 -1.111 1.963 0.000
H -3.503 3.266 4.140 0.000
H -3.954 2.831 5.791 0.000
H -2.288 3.327 5.428 0.000
H -4.178 1.000 3.153 0.000
H -3.735 -0.483 4.004 0.000
H -4.860 0.669 4.758 0.000
H -1.645 1.114 6.651 0.000
H -3.368 0.733 6.787 0.000
H -2.274 -0.428 6.028 0.000
H -4.693 -0.300 -2.714 0.000
H -3.448 0.608 -5.078 0.000
H -3.230 -0.962 -5.871 0.000
H -4.473 -0.768 -4.637 0.000
H -0.870 0.391 -4.757 0.000
H -0.237 -1.032 -3.909 0.000
H -1.010 -1.220 -5.487 0.000
H -3.543 -2.552 -3.070 0.000
H -2.493 -2.979 -4.435 0.000
H -1.792 -2.685 -2.829 0.000
Se 6.062 -0.181 0.558 0.194
N 4.712 -1.235 -0.074 0.213
C 5.215 -2.492 -0.052 0.030
C 4.494 -3.647 -0.426 0.039
C 5.108 -4.889 -0.403 0.083
C 6.448 -5.025 -0.005 0.038
C 7.187 -3.924 0.385 0.073
C 6.596 -2.636 0.381 0.014
N 7.248 -1.515 0.751 0.291
H 3.449 -3.566 -0.718 0.000
H 4.543 -5.769 -0.687 0.005
H 6.905 -6.008 0.004 0.001
H 8.220 -4.017 0.703 0.002

Record 2
118
Properties=species:S:1:pos:R:3:lowdin_spin:R:1 method="wB97M-V/def2-TZVPD" homo_ev="-12.790 / -13.206" gap_ha="0.2996 / 0.1911" energy_ha=-5331.99330 spin_multiplicity=6 total_charge=+2 s_squared=8.8026
Os 0.041 -1.940 0.447 2.169
C 4.862 -2.063 -0.925 0.003
C 3.611 -1.779 -0.076 0.014
C 3.617 -2.499 1.311 0.018
P 2.024 -2.099 -0.910 0.084
C 1.910 -0.829 -2.223 0.011
N 1.386 0.409 -1.727 0.010
Ge 0.295 0.418 -0.189 0.033
N 1.281 0.992 1.555 0.310
C 1.148 0.044 2.734 0.056
P -0.337 -1.103 2.582 0.135
C -1.765 0.142 2.974 0.031
C -3.026 -0.676 3.261 0.002
C -1.491 1.166 4.097 0.007
C -0.298 -2.388 3.893 0.015
C -0.476 -1.808 5.293 0.005
C 1.043 -3.138 3.811 0.006
C 2.348 1.789 1.455 0.066
C 3.493 1.848 2.279 0.107
C 4.522 2.693 2.040 0.014
C 4.493 3.583 0.939 0.224
C 3.387 3.523 0.101 0.000
C 2.355 2.688 0.258 0.140
N 1.141 2.692 -0.445 0.026
C 1.267 2.751 -1.896 0.006
C 1.331 3.953 -2.605 0.001
C 1.617 3.935 -3.967 0.004
C 1.939 2.737 -4.581 0.003
C 1.891 1.538 -3.872 0.002
C 1.497 1.556 -2.551 0.004
C -0.001 3.450 0.195 0.010
C 0.114 4.581 0.939 0.002
C -1.054 5.295 1.313 -0.001
C -2.284 4.760 1.034 0.002
C -2.352 3.475 0.477 0.000
C -1.230 2.802 0.048 0.003
N -1.225 1.449 -0.425 0.007
C -2.477 0.756 -0.540 0.076
P -3.429 0.781 -2.156 0.584
C -2.604 1.763 -3.457 0.064
C -2.049 3.163 -3.016 0.030
C -1.521 0.882 -4.085 0.025
C -5.289 0.831 -2.105 0.071
C -5.834 2.315 -2.223 0.036
C -5.909 0.007 -1.010 0.001
C 2.203 -3.697 -1.878 0.022
C 2.755 -4.900 -1.168 0.002
C 0.765 -4.034 -2.445 0.005
H 5.762 -1.802 -0.309 0.001
H 4.880 -1.403 -1.823 0.000
H 4.813 -3.096 -1.163 0.000
H 3.657 -0.672 0.172 0.000
H 3.568 -3.593 1.160 0.000
H 2.669 -2.257 1.770 0.016
H 4.501 -2.255 1.978 0.001
H 1.320 -1.278 -3.008 0.000
H 2.905 -0.769 -2.650 0.002
H 1.060 0.667 3.631 0.009
H 2.044 -0.565 2.861 0.009
H -1.901 0.729 2.054 0.001
H -2.860 -0.980 4.310 0.000
H -3.240 -1.498 2.588 0.001
H -3.912 -0.053 3.236 0.000
H -0.786 0.831 4.831 0.001
H -2.420 1.426 4.587 0.002
H -0.996 2.037 3.630 0.000
H -1.075 -3.079 3.636 0.001
H 0.328 -1.049 5.496 0.000
H -0.438 -2.550 6.055 0.001
H -1.352 -1.202 5.548 0.000
H 1.980 -2.576 3.896 0.000
H 1.125 -3.750 2.946 0.002
H 0.986 -3.910 4.592 0.000
H 3.528 1.153 3.085 0.006
H 5.394 2.531 2.640 -0.003
H 5.257 4.229 0.549 0.011
H 3.309 4.255 -0.728 -0.003
H 1.091 4.883 -2.111 0.000
H 1.503 4.824 -4.570 0.000
H 2.134 2.651 -5.628 0.000
H 2.232 0.663 -4.496 0.000
H 1.111 4.829 1.278 0.000
H -0.994 6.220 1.861 0.000
H -3.187 5.261 1.294 0.000
H -3.325 2.949 0.423 0.001
H -3.203 1.125 0.238 0.016
H -2.468 -0.300 -0.204 0.012
H -3.457 1.916 -4.139 0.000
H -1.336 3.099 -2.235 0.001
H -2.854 3.803 -2.661 0.000
H -1.619 3.617 -3.924 0.005
H -0.946 0.383 -3.304 0.003
H -0.731 1.480 -4.638 0.002
H -1.887 0.097 -4.784 0.001
H -5.479 0.361 -3.128 0.009
H -5.841 2.870 -1.267 0.000
H -6.870 2.237 -2.571 0.005
H -5.285 2.896 -2.977 0.001
H -5.658 0.460 0.000 0.000
H -5.623 -1.042 -1.022 0.001
H -7.010 0.043 -1.013 -0.001
H 2.863 -3.357 -2.659 0.003
H 2.132 -5.183 -0.341 0.000
H 3.820 -4.740 -0.783 0.000
H 2.849 -5.758 -1.882 0.001
H 0.057 -3.827 -1.626 0.003
H 0.703 -5.090 -2.726 0.000
H 0.430 -3.490 -3.325 0.000
B 0.565 -6.494 1.575 0.016
C 0.013 -5.073 1.239 0.052
N -0.138 -3.966 0.878 0.041
H 0.071 -7.254 0.618 0.013
H 1.779 -6.398 1.402 0.006
H 0.336 -6.986 2.667 0.002
O -3.344 -2.258 -1.686 0.058
N -2.431 -2.284 -0.918 0.015
O -1.184 -2.207 -1.310 0.146
O -2.606 -2.293 0.326 0.083

Record 3
116
Properties=species:S:1:pos:R:3:lowdin_charge:R:1 method="wB97M-V/def2-TZVPD" homo_ev=-1.660 gap_ha=0.1907 energy_ha=-3390.60617 relative_energy_kcal_mol=44.59 total_charge=-2
Cs 11.988 12.341 11.904 0.739
C 8.126 11.020 7.685 -0.219
C 8.863 12.127 6.908 -0.222
N 9.410 13.180 7.776 -0.059
C 8.444 14.073 8.465 -0.199
C 7.887 13.636 9.831 -0.209
N 8.781 12.894 10.733 -0.093
C 8.271 11.607 11.287 -0.196
C 7.949 10.542 10.191 -0.211
N 8.756 10.681 8.983 -0.071
H 8.043 10.149 7.034 0.095
H 7.079 11.360 7.829 0.096
H 8.152 12.506 6.145 0.104
H 9.662 11.648 6.331 0.107
H 9.902 13.797 7.161 0.089
H 7.586 14.268 7.849 0.092
H 8.924 15.049 8.585 0.110
H 6.990 13.053 9.639 0.095
H 7.567 14.597 10.304 0.119
H 9.097 13.512 11.475 -0.003
H 7.316 11.734 11.855 0.112
H 8.986 11.151 11.956 0.037
H 6.848 10.519 9.866 0.117
H 8.200 9.559 10.569 0.086
H 9.401 11.454 9.157 0.075
C 14.660 16.403 9.514 -0.161
C 15.777 15.474 9.011 -0.577
C 17.094 15.839 9.630 -0.140
P 15.031 13.710 9.181 1.102
C 14.428 13.593 7.340 -0.531
C 13.471 12.374 7.244 -0.138
C 15.542 13.482 6.339 -0.164
C 16.486 12.658 9.289 -0.345
C 17.744 13.074 8.777 -0.157
C 18.916 12.474 9.195 -0.167
C 18.911 11.450 10.131 -0.132
C 17.709 10.953 10.628 -0.048
C 16.466 11.494 10.136 -0.303
N 15.219 10.919 10.346 -0.003
C 15.100 9.902 11.282 -0.347
C 15.652 9.922 12.591 -0.059
C 15.558 8.775 13.372 -0.104
C 14.878 7.642 12.913 -0.111
C 14.258 7.633 11.653 -0.114
C 14.350 8.754 10.845 -0.342
P 13.781 8.784 9.093 1.119
C 14.816 7.334 8.465 -0.588
C 14.462 7.111 7.027 -0.173
C 16.312 7.631 8.570 -0.130
C 12.075 8.010 9.268 -0.572
C 11.414 8.530 10.534 -0.127
C 11.205 8.268 8.060 -0.148
H 14.933 17.449 9.298 0.070
H 14.617 16.326 10.626 0.082
H 13.676 16.122 9.169 0.048
H 15.888 15.652 7.941 0.073
H 17.320 15.183 10.481 0.080
H 17.108 16.892 9.984 0.077
H 17.889 15.665 8.903 0.055
H 13.912 14.542 7.169 0.091
H 13.925 11.431 7.555 0.028
H 13.258 12.198 6.159 0.073
H 12.574 12.515 7.841 0.052
H 16.102 12.536 6.307 0.081
H 16.326 14.248 6.465 0.054
H 15.196 13.599 5.308 0.064
H 17.885 13.861 8.045 0.078
H 19.888 12.838 8.829 0.084
H 19.899 11.116 10.514 0.096
H 17.673 10.140 11.314 0.074
H 16.306 10.744 12.872 0.103
H 16.054 8.640 14.334 0.093
H 14.751 6.750 13.520 0.088
H 13.803 6.716 11.284 0.101
H 14.593 6.432 9.068 0.101
H 14.624 8.046 6.441 0.085
H 13.433 6.775 6.907 0.054
H 15.146 6.356 6.598 0.069
H 16.550 8.671 8.250 0.083
H 16.837 7.006 7.853 0.053
H 16.821 7.525 9.530 0.071
H 12.213 6.930 9.298 0.088
H 10.456 8.968 10.298 0.039
H 12.038 9.243 11.121 0.032
H 11.221 7.681 11.232 0.092
H 10.644 9.189 8.211 0.042
H 10.466 7.441 7.974 0.081
H 11.770 8.290 7.101 0.058
C 11.158 18.925 11.377 -0.212
Si 10.631 18.460 13.103 0.447
C 8.768 18.128 13.261 -0.215
C 10.916 19.978 14.244 -0.216
C 11.806 17.169 13.786 -0.275
C 12.643 17.290 14.891 -0.113
C 13.376 16.187 15.320 -0.100
C 13.218 14.943 14.664 -0.150
N 12.389 14.783 13.621 -0.100
C 11.699 15.860 13.201 -0.800
S 10.595 15.686 11.892 0.515
H 10.261 19.230 10.822 0.025
H 11.512 17.995 10.906 -0.019
H 11.973 19.664 11.390 0.026
H 8.155 19.050 13.074 0.030
H 8.627 17.740 14.290 0.032
H 8.431 17.339 12.587 -0.021
H 10.140 20.724 13.903 0.028
H 11.907 20.446 14.215 0.016
H 10.714 19.707 15.290 0.017
H 12.800 18.253 15.356 0.085
H 14.111 16.276 16.116 0.080
H 13.744 14.040 14.933 0.096
N 11.295 6.696 15.995 0.027
C 10.786 7.632 15.481 -0.445
N 10.069 8.677 15.116 0.021
C 10.400 9.506 14.196 -0.404
N 10.605 10.414 13.428 -0.099

Record 4
129
Properties=species:S:1:pos:R:3:lowdin_charge:R:1 method="wB97M-V/def2-TZVPD" homo_ev=-11.051 gap_ha=0.3220 energy_ha=-6977.35074 total_charge=+1
C 5.661 2.647 2.430 -0.119
C 6.460 1.286 2.470 -0.240
C 6.206 0.377 1.179 -0.152
C 4.800 -0.334 1.453 -0.174
O 4.389 -0.921 0.211 -0.146
C 3.112 -1.537 0.233 -0.193
B 2.268 -1.704 1.603 -0.551
O 1.878 -0.605 2.412 0.135
O 1.882 -2.971 2.127 -0.050
C 2.614 -3.192 3.351 -0.061
C 1.965 -0.921 -0.755 -0.131
C 2.299 0.416 -1.531 -0.088
C 2.757 1.576 -0.558 -0.739
O 2.203 1.749 0.478 0.049
Br 4.265 2.712 -1.147 0.741
C 1.175 -2.077 -1.492 -0.334
P -0.499 -2.683 -0.716 0.758
O -0.990 -1.608 0.472 -0.326
Cl -0.161 -4.480 0.324 0.339
C 0.698 -1.819 -2.995 -0.448
F 0.271 -3.089 -3.454 0.023
F 1.740 -1.459 -3.833 0.083
C -0.454 -0.765 -3.117 -0.187
C -1.857 -1.315 -3.558 -0.243
Si -3.147 0.088 -3.228 0.600
C -4.784 -0.173 -4.165 -0.174
C -2.368 1.761 -3.770 -0.181
C -3.357 0.135 -1.319 -0.245
C -2.749 1.263 -0.590 -0.089
C -2.849 1.305 0.886 -0.061
C -3.561 0.233 1.608 -0.068
C -4.159 -0.860 0.831 -0.079
C -4.084 -0.951 -0.621 -0.074
N 2.260 -3.138 -1.573 0.114
C 3.413 -2.867 -0.639 -0.289
C 3.971 -4.129 0.184 -0.192
O 2.990 -5.148 0.369 -0.225
C 3.562 -6.432 0.013 -0.075
P 4.933 -2.554 -1.753 0.826
O 4.671 -1.564 -2.855 -0.408
H 5.866 3.277 3.343 0.082
H 4.541 2.492 2.439 0.069
H 5.892 3.185 1.478 0.050
H 7.545 1.435 2.689 0.106
H 6.023 0.699 3.337 0.106
H 6.206 0.968 0.231 0.081
H 6.990 -0.433 1.191 0.094
H 5.022 -1.081 2.272 0.138
H 4.135 0.502 1.813 0.116
H 0.902 -0.537 2.408 0.130
H 2.388 -2.420 4.141 0.108
H 2.379 -4.186 3.816 0.113
H 3.734 -3.169 3.205 0.084
H 1.203 -0.550 -0.012 0.111
H 1.353 0.823 -2.000 0.125
H 3.026 0.289 -2.371 0.101
H -1.192 -0.741 0.049 0.033
H -0.560 -0.201 -2.144 0.092
H -0.131 -0.024 -3.903 0.132
H -1.900 -1.559 -4.649 0.095
H -2.186 -2.187 -2.940 0.053
H -5.030 -1.267 -4.275 0.039
H -5.655 0.361 -3.692 0.024
H -4.691 0.267 -5.202 0.050
H -2.389 1.843 -4.885 0.047
H -2.933 2.585 -3.255 0.044
H -1.299 1.851 -3.437 0.019
H -2.206 2.093 -1.098 0.081
H -2.383 2.127 1.483 0.095
H -3.633 0.240 2.720 0.097
H -4.705 -1.670 1.380 0.105
H -4.539 -1.788 -1.197 0.107
H 2.764 -3.191 -2.484 0.154
H 1.829 -4.078 -1.542 0.146
H 4.271 -3.766 1.212 0.128
H 4.927 -4.515 -0.274 0.078
H 2.989 -7.278 0.477 0.104
H 4.625 -6.542 0.354 0.098
H 3.575 -6.583 -1.109 0.102
H 6.113 -2.318 -0.993 0.050
H 5.144 -3.832 -2.388 0.058
O -7.265 2.498 1.540 0.117
C -6.956 2.490 2.697 -0.487
O -7.463 1.615 3.608 0.022
C -6.972 1.944 4.915 -0.163
C -5.702 2.735 4.676 -0.162
C -6.005 3.450 3.371 -0.074
H -7.734 2.529 5.437 0.128
H -6.786 1.028 5.476 0.124
H -5.452 3.406 5.497 0.119
H -4.861 2.051 4.533 0.107
H -6.515 4.400 3.536 0.137
H -5.106 3.595 2.774 0.115
O 7.046 -3.978 0.626 0.079
C 7.342 -3.957 1.793 -0.469
O 6.830 -4.812 2.709 0.029
C 7.301 -4.452 4.020 -0.147
C 8.567 -3.657 3.782 -0.148
C 8.275 -2.974 2.457 -0.071
H 6.526 -3.862 4.518 0.126
H 7.485 -5.353 4.603 0.131
H 8.800 -2.966 4.591 0.124
H 9.415 -4.336 3.665 0.126
H 7.754 -2.024 2.593 0.114
H 9.179 -2.834 1.867 0.136
O -6.476 2.676 -3.458 0.100
C -7.570 2.468 -3.904 -0.490
O -7.896 2.634 -5.211 0.028
C -9.303 2.408 -5.388 -0.159
C -9.721 1.558 -4.207 -0.161
C -8.782 2.038 -3.114 -0.073
H -9.812 3.376 -5.405 0.129
H -9.476 1.904 -6.338 0.126
H -10.777 1.659 -3.956 0.119
H -9.526 0.504 -4.421 0.119
H -9.184 2.902 -2.581 0.137
H -8.532 1.240 -2.417 0.129
O -3.182 5.681 1.840 0.123
C -2.284 5.690 1.049 -0.481
O -1.343 4.709 0.969 0.006
C -0.353 5.074 -0.004 -0.162
C -1.035 6.081 -0.909 -0.157
C -1.994 6.775 0.042 -0.072
H 0.508 5.500 0.518 0.130
H -0.031 4.186 -0.549 0.115
H -0.338 6.757 -1.403 0.120
H -1.602 5.558 -1.684 0.118
H -1.524 7.617 0.554 0.136
H -2.904 7.094 -0.463 0.131